# 1
A cluster of 2 separate species, C2H2BrCl2NO in total in a non-equilibrium geometry, computed with ωB97M-V/def2-TZVPD.

Cartesian coordinates (Å):
1 C -0.3262 -0.6985 1.0345
2 C 1.0460 -0.6015 0.4293
3 N -1.7573 -0.0086 -0.8724
4 O -0.7396 -0.9341 2.0928
5 Cl 1.1743 0.6413 -0.7995
6 Cl 1.3176 -2.2329 -0.3504
7 Br -3.3952 -0.0172 -0.3751
8 H 1.8246 -0.6553 1.2177
9 H -1.2244 0.7963 -0.6559

LUMO energy (alpha / beta) in eV: -0.349 / -0.568
HOMO-LUMO gap (alpha / beta) in eV: 8.692 / 7.844
Multiplicity: 1
Net charge: 0

# 2
A cluster of 10 separate species, C22H64O10 in total in a non-equilibrium geometry, computed with ωB97M-V/def2-TZVPD.

Cartesian coordinates (Å):
1 C 0.4720 16.8033 -2.3063
2 C -0.9341 16.6656 -1.7888
3 O -0.9679 17.2383 -0.5051
4 H 0.4763 16.3535 -3.2991
5 H 1.1173 16.1465 -1.7229
6 H 0.9557 17.7770 -2.3837
7 H -1.2403 15.6292 -1.6464
8 H -1.6613 17.1787 -2.4180
9 H -1.2296 18.1608 -0.5508
10 C 1.8104 7.6259 2.1774
11 C 3.1290 7.3082 2.8343
12 O 4.0598 7.1695 1.8040
13 H 1.0139 7.5209 2.9141
14 H 1.6318 6.9357 1.3529
15 H 1.7146 8.6777 1.9082
16 H 3.0375 6.2696 3.1522
17 H 3.5154 7.9080 3.6583
18 H 3.8573 6.4273 1.2298
19 C 0.8606 11.8638 0.4830
20 C 1.6689 13.0027 0.0535
21 O 2.7363 13.0445 0.9711
22 H 0.7223 11.8551 1.5642
23 H 1.3181 10.9490 0.1061
24 H -0.1010 11.8342 -0.0294
25 H 1.2167 13.9916 -0.0222
26 H 2.1130 12.7052 -0.8964
27 H 2.7185 13.8904 1.4245
28 C -4.0594 13.7654 0.9642
29 C -3.2543 12.4512 0.9281
30 O -2.8580 12.1589 2.2231
31 H -3.6804 14.6371 1.4978
32 H -5.0624 13.4696 1.2717
33 H -4.1982 14.2407 -0.0068
34 H -2.4609 12.6774 0.2157
35 H -3.7564 11.5882 0.4908
36 H -2.3882 12.8992 2.6138
37 C 3.6070 16.8781 0.9395
38 C 3.8867 16.1800 2.2057
39 O 2.8139 15.3447 2.5528
40 H 3.6201 16.2010 0.0854
41 H 4.4520 17.5323 0.7246
42 H 2.6396 17.3799 0.9197
43 H 4.1305 16.8240 3.0507
44 H 4.8398 15.6637 2.0913
45 H 3.0671 15.0964 3.4449
46 C 5.7865 13.3143 -1.6478
47 C 7.0001 13.1597 -0.6766
48 O 7.7854 14.2554 -0.7122
49 H 5.5557 14.3794 -1.6701
50 H 4.8906 12.7531 -1.3821
51 H 5.9420 12.9900 -2.6768
52 H 7.5854 12.2953 -0.9905
53 H 6.6225 13.0700 0.3420
54 H 8.2963 14.2751 0.1003
55 C -1.6151 7.4883 -1.5902
56 C -0.3393 8.2760 -1.3371
57 O 0.4589 8.2563 -2.4718
58 H -2.1439 7.9224 -2.4388
59 H -2.3356 7.5019 -0.7724
60 H -1.3547 6.4993 -1.9674
61 H 0.2097 7.8242 -0.5110
62 H -0.5242 9.3138 -1.0596
63 H -0.0194 7.9707 -3.2536
64 C -0.8143 15.2629 1.9647
65 C -0.4326 14.3484 3.1455
66 O -1.5731 13.8267 3.8131
67 H -1.5117 16.0522 2.2451
68 H -1.1444 14.7413 1.0664
69 H 0.0340 15.7856 1.5229
70 H 0.3184 14.7410 3.8310
71 H 0.0718 13.5004 2.6824
72 H -1.2476 13.3811 4.5986
73 C 4.3434 16.4616 -3.4919
74 C 4.0910 15.0609 -3.9222
75 C 3.0631 14.2882 -3.1514
76 O 3.7906 15.1073 -5.2970
77 H 3.5226 17.1651 -3.6313
78 H 5.1323 17.0037 -4.0133
79 H 4.5761 16.4059 -2.4285
80 H 5.0462 14.5812 -3.7084
81 H 3.1132 13.3447 -3.6949
82 H 2.0607 14.7164 -3.1556
83 H 3.1680 14.1251 -2.0787
84 H 4.5364 15.4854 -5.7687
85 C 5.1106 13.2780 6.3194
86 C 4.7875 13.9433 5.0128
87 C 4.3405 13.0176 3.8913
88 O 3.7062 14.6919 5.4199
89 H 5.6535 14.0190 6.9063
90 H 5.8411 12.4910 6.1318
91 H 4.2472 12.9003 6.8670
92 H 5.5463 14.6910 4.7819
93 H 4.6318 11.9674 3.9051
94 H 4.7060 13.3416 2.9168
95 H 3.2562 13.0497 3.7846
96 H 3.8329 14.7666 6.3686

LUMO energy in eV: 0.484
SMILES: CC(C)O.CC(C)O.CCO.CCO.CCO.CCO.CCO.CCO.CCO.CCO
HOMO-LUMO gap in eV: 9.721
Multiplicity: 1
Net charge: 0

# 3
A structure of composition C2H5N3O in a non-equilibrium geometry, computed with ωB97M-V/def2-TZVPD.

Cartesian coordinates (Å):
1 N -0.2185 -0.7376 -0.9025
2 C 0.2505 0.4853 -0.6831
3 N 0.3369 0.4887 0.8283
4 C -0.4921 -1.1860 0.7924
5 N 0.0693 1.5446 -1.3592
6 O 0.1942 -1.8643 1.5132
7 H -0.7381 -0.8813 -1.7566
8 H 1.1198 0.1327 1.3723
9 H 0.1604 1.3980 1.2482
10 H 0.8642 2.0745 -1.7026
11 H -1.5467 -1.4545 0.6496

LUMO energy in eV: 0.634
HOMO-LUMO gap in eV: 9.288
Multiplicity: 1
Net charge: 0

# 4
The ion CH2FO3S2 with charge -1 in a non-equilibrium geometry, computed with ωB97M-V/def2-TZVPD.

Cartesian coordinates (Å):
1 C 1.2471 -0.0402 0.2545
2 O 0.1143 0.3134 0.9445
3 O -2.3163 0.9959 0.3459
4 O -0.6970 0.5175 -1.4143
5 F 1.9736 1.0100 -0.3522
6 S -1.9384 -1.7452 -0.0705
7 S -1.2690 0.1032 -0.1414
8 H 0.9905 -0.6940 -0.5348
9 H 1.8952 -0.4607 0.9683

LUMO energy in eV: 3.594
SMILES: O=S(=O)([S-])OCF
HOMO-LUMO gap in eV: 8.130
Multiplicity: 1
Net charge: -1

# 5
The molecule C4H5N3O3 in a non-equilibrium geometry, computed with ωB97M-V/def2-TZVPD.

Cartesian coordinates (Å):
1 C -2.2880 2.0014 -0.1851
2 C -2.4966 -0.3080 0.3359
3 C 1.5058 -0.6631 -0.1975
4 C 2.8408 -0.2373 0.4054
5 N -2.8716 1.0829 0.2895
6 N -1.3605 -0.5249 -0.3380
7 N -0.5457 0.3785 -0.8875
8 O -3.1977 -1.1719 0.8296
9 O 1.1716 -1.7216 -0.5711
10 O 0.7399 0.3850 -0.2410
11 H -1.9065 2.9703 -0.6255
12 H 3.0766 -1.1321 0.9502
13 H 3.8002 -0.2885 -0.3206
14 H 2.7544 0.7810 0.8147
15 H -1.2227 -1.5518 -0.2590

LUMO energy (alpha / beta) in eV: -0.727 / -0.727
HOMO-LUMO gap (alpha / beta) in eV: 7.385 / 7.386
Multiplicity: 1
Net charge: 0

# 6
A cluster of 6 separate species, C3H15NO4 in total in a non-equilibrium geometry, computed with ωB97M-V/def2-TZVPD.

Cartesian coordinates (Å):
1 N -0.6227 0.4165 -1.9055
2 C 2.5384 -0.5343 -0.7281
3 C 1.4429 -0.6908 1.4906
4 C 1.4652 -0.7700 0.1266
5 H -0.7699 0.3968 -2.9036
6 H -0.0826 1.2495 -1.6796
7 H 3.4941 -0.2541 -0.2567
8 H 2.6412 -1.0784 -1.6565
9 H 0.7197 -1.3302 1.9868
10 H 2.2963 -0.2132 1.9579
11 H 0.5641 -1.1505 -0.3596
12 H -1.5299 0.6674 0.8514
13 H -0.7124 0.5857 2.2244
14 O -0.7746 1.1035 1.4186
15 H 1.7897 1.2425 -0.5680
16 H 0.7744 1.7159 0.4734
17 O 1.2720 1.9904 -0.3155
18 H -1.9347 -1.3116 0.2177
19 H -0.8213 -1.6474 -0.8753
20 O -1.2777 -2.0165 -0.1204
21 H -3.6060 -0.0028 0.4373
22 H -1.4654 0.5211 -1.3308
23 O -2.6918 0.0815 0.1666

LUMO energy in eV: -4.121
HOMO-LUMO gap in eV: 4.300
Multiplicity: 1
Net charge: 0